--- A ---
Formula: C3H7F2NS
Source: OMol25
Level of theory: ωB97M-V with the def2-TZVPD basis set

The gap between HOMO and LUMO comes out at 10.01 eV. The calculation puts the HOMO energy at -9.1 eV. The SMILES is N[C@@H](CS)C(F)F. Its LUMO energy is 0.91 eV.

```
! wB97M-V def2-TZVPD RIJCOSX def2/J DEFGRID3
* xyz 0 1
N 0.41 0.93 -1.14
C 0.11 0.28 0.09
C -1.19 -0.63 -0.02
S -2.71 0.46 -0.20
C 1.42 -0.50 0.65
F 2.32 0.40 0.78
F 1.85 -1.33 -0.39
H 1.41 1.22 -1.03
H 0.35 0.41 -2.03
H -0.04 0.96 0.96
H -1.37 -1.33 0.84
H -1.24 -1.00 -1.04
H -2.73 1.17 0.88
H 1.40 -1.03 1.64
*
```

Mulliken atomic charge list, values in e, 2 entries: N -0.6456; C 0.2461

--- B ---
Formula: C3H7F2NS
Source: OMol25
Level of theory: ωB97M-V with the def2-TZVPD basis set

The gap between HOMO and LUMO comes out at 10.09 eV. The calculation puts the HOMO energy at -9.4 eV. The SMILES is [H]/N=C/CS.FCF. Its LUMO energy is 0.73 eV.

```
! wB97M-V def2-TZVPD RIJCOSX def2/J DEFGRID3
* xyz 0 1
H 1.26 -1.76 -1.24
N 0.76 -0.94 -1.00
C 1.28 0.04 -0.42
C 0.47 1.27 -0.35
S 0.89 2.14 -1.91
H 2.22 -0.03 0.14
H 0.53 1.94 0.45
H -0.60 0.92 -0.62
H 2.27 1.96 -1.57
F -3.04 -1.20 1.83
C -1.80 -1.05 1.30
F -0.91 -1.67 2.07
H -1.64 -1.59 0.28
H -1.69 -0.05 1.04
*
```

Mulliken atomic charge list, values in e, 2 entries: H 0.2004; N -0.5602

Top of the stability list: A, leading by 98.6 kJ/mol.

--- A ---
Formula: C3H8NOS
Source: OMol25
Level of theory: ωB97M-V with the def2-TZVPD basis set

The gap between HOMO and LUMO comes out at 9.31 eV. The calculation puts the HOMO energy at -13.4 eV. The SMILES is [NH3+][C@H](C=O)CS. Its LUMO energy is -4.08 eV.

```
! wB97M-V def2-TZVPD RIJCOSX def2/J DEFGRID3
* xyz 1 1
N 1.66 -0.37 -1.36
C 0.29 -0.02 -0.62
C 0.42 1.54 -0.19
O 1.28 2.26 -0.59
C -0.08 -0.97 0.51
S -1.84 -0.96 1.10
H 1.89 -1.31 -1.16
H 1.50 -0.23 -2.37
H 2.28 0.32 -0.94
H -0.47 -0.08 -1.44
H -0.57 1.89 0.33
H 0.24 -2.02 0.18
H 0.56 -0.68 1.38
H -1.58 -1.28 2.43
*
```

Mulliken atomic charge list, values in e, 2 entries: N -0.2505; C -0.1786

--- B ---
Formula: C3H8NOS
Source: OMol25
Level of theory: ωB97M-V with the def2-TZVPD basis set

The gap between HOMO and LUMO comes out at 8.53 eV. The calculation puts the HOMO energy at -13.9 eV. Its LUMO energy is -5.39 eV.

```
! wB97M-V def2-TZVPD RIJCOSX def2/J DEFGRID3
* xyz 1 1
C 0.42 0.32 1.30
C 0.10 -0.53 0.17
C -0.75 -0.05 -0.89
N -1.82 0.93 -0.41
O 1.41 0.11 0.25
S 2.83 -0.84 0.64
H 0.06 1.37 1.41
H 0.61 -0.13 2.28
H 0.22 -1.63 0.24
H 0.08 0.52 -1.51
H -1.12 -0.85 -1.47
H -2.64 0.45 0.07
H -2.33 1.45 -1.18
H 2.92 -1.11 -0.89
*
```

Mulliken atomic charge list, values in e, 2 entries: C -0.3606; C 0.3542

Top of the stability list: A, leading by 304.9 kJ/mol.

--- A ---
Formula: C2H3NO3
Source: OMol25
Level of theory: ωB97M-V with the def2-TZVPD basis set

The gap between HOMO and LUMO (spin up / spin down) comes out at 7.45 / 7.82 eV. The calculation puts the HOMO energy (spin up / spin down) at -7.2 / -10.9 eV. Its LUMO energy (spin up / spin down) is 0.28 / -3.12 eV.

```
! wB97M-V def2-TZVPD RIJCOSX def2/J DEFGRID3
* xyz 0 3
C 0.66 -0.44 -1.31
C -0.67 -0.42 0.40
N -0.19 0.80 0.92
O 0.83 0.54 -1.92
O -1.04 1.63 1.18
O 1.02 0.92 0.99
H 1.40 -1.38 -1.41
H -1.69 -0.44 0.24
H -0.32 -1.22 0.92
*
```

Mulliken atomic charge list, values in e, 2 entries: C 0.0962; C -0.5526

--- B ---
Formula: C2H3NO3
Source: OMol25
Level of theory: ωB97M-V with the def2-TZVPD basis set

The gap between HOMO and LUMO (spin up / spin down) comes out at 5.79 / 7.32 eV. The calculation puts the HOMO energy (spin up / spin down) at -5.5 / -11.7 eV. Its LUMO energy (spin up / spin down) is 0.31 / -4.38 eV.

```
! wB97M-V def2-TZVPD RIJCOSX def2/J DEFGRID3
* xyz 0 3
C 1.40 -0.05 -0.11
C -0.09 -0.22 -0.05
N 2.56 -0.06 -0.01
O -0.60 -0.53 1.20
O -0.44 -1.16 -0.96
O -0.67 1.36 -0.32
H -0.88 0.17 1.70
H -1.34 -1.40 -0.72
H 0.06 1.90 -0.74
*
```

Mulliken atomic charge list, values in e, 2 entries: C -0.1185; C 0.6755

Top of the stability list: B, leading by 75.9 kJ/mol.